{"formula": "C2H3OPS", "method": "ωB97M-V with the def2-TZVPD basis set", "elements": ["C", "P", "S", "O", "C", "H", "H", "H"], "positions_angstrom": [[1.19351, -0.29419, -0.06788], [2.57878, -0.04279, -0.93368], [1.18682, 0.83085, -2.69074], [-0.11650, 0.04839, -2.09666], [-0.14687, 0.18747, -0.66532], [1.00593, -0.49405, 0.99771], [-0.98062, -0.42479, -0.16109], [-0.08938, 1.24932, -0.18673]], "forces_ev_per_angstrom": [[-0.838, 0.540, -0.164], [-1.179, 0.431, -1.072], [1.847, -0.532, 1.146], [-1.052, 0.265, 1.883], [0.423, -0.289, 1.620], [0.852, -0.361, -0.455], [0.908, 1.039, -1.397], [-0.962, -1.093, -1.563]], "lowdin_charge": [-0.579, 0.748, 0.565, -0.659, -0.400, 0.056, 0.136, 0.133], "total_charge": 0, "homo_energy_ev": -8.573, "largest_force_ev_per_a": 2.2, "smiles": "C1=PSOC1", "e_lumo_ev": 0.01, "homo_lumo_gap_ha": 0.3153}

***

{"formula": "C2H3OPS2", "method": "ωB97M-V with the def2-TZVPD basis set", "elements": ["O", "P", "C", "C", "S", "S", "H", "H", "H"], "positions_angstrom": [[-1.24258, -2.27528, -0.29538], [-1.56051, -0.87833, -1.08866], [-0.12519, -0.06734, -0.95169], [1.00941, 0.50667, -0.69941], [1.54265, 1.34508, 0.84864], [-0.20157, 1.14767, 1.97041], [-0.44621, -2.31759, 0.29508], [1.92676, 0.67695, -1.18275], [-0.90277, 1.86217, 1.10376]], "forces_ev_per_angstrom": [[0.489, -0.465, 0.601], [1.457, 0.412, 0.555], [-0.673, -0.292, -0.460], [0.230, 0.832, 2.168], [-1.563, -0.475, -0.053], [0.822, -0.075, 0.136], [-0.992, 0.340, -0.927], [0.693, -0.591, -1.889], [-0.464, 0.315, -0.133]], "lowdin_charge": [-0.422, 0.852, -0.490, -0.562, 0.428, 0.305, 0.074, 0.011, -0.196], "total_charge": 0, "homo_energy_ev": -8.913, "largest_force_ev_per_a": 2.3, "smiles": "OP=C=CSS", "e_lumo_ev": -0.16, "homo_lumo_gap_ha": 0.3217}

***

{"formula": "C2H3OPS2", "method": "ωB97M-V with the def2-TZVPD basis set", "elements": ["C", "C", "P", "O", "S", "S", "H", "H", "H"], "positions_angstrom": [[2.27787, -0.91559, -0.53757], [1.20517, -0.48709, -0.21675], [-0.56720, -0.10519, 0.14450], [-0.68511, 0.00665, 1.73826], [-1.87676, -1.28682, -0.68923], [-0.51645, 1.92954, -0.44958], [3.18717, -1.42481, -0.62699], [-1.51127, 0.42513, 1.97705], [-1.51342, 1.85819, -1.33970]], "forces_ev_per_angstrom": [[-0.616, 0.023, 0.573], [-2.144, 0.064, 0.854], [0.643, -0.380, -1.391], [1.161, -0.308, -0.318], [0.873, 0.817, 0.402], [-0.145, -0.070, 0.089], [0.805, -0.131, -0.409], [-0.514, 0.180, 0.184], [-0.063, -0.195, 0.017]], "lowdin_charge": [0.069, -0.277, -0.093, -0.286, 0.204, 0.474, 0.023, 0.061, -0.176], "total_charge": 0, "homo_energy_ev": -9.383, "largest_force_ev_per_a": 2.3, "smiles": "C#C[P@](O)(=S)S", "e_lumo_ev": 0.48, "homo_lumo_gap_ha": 0.3624}

***

{"formula": "C2H3OPr", "method": "ωB97M-V with the def2-TZVPD basis set", "elements": ["C", "C", "O", "Pr", "H", "H", "H"], "positions_angstrom": [[0.00065, -0.73807, 0.40168], [-0.81419, 0.25378, -0.11797], [-0.36002, 1.39719, -0.48977], [2.41567, 1.48625, -0.36924], [0.33249, -0.65185, 1.44258], [0.13002, -1.65011, -0.18756], [-1.70462, -0.09719, -0.67972]], "forces_ev_per_angstrom": [[2.073, -0.085, 1.084], [1.345, 0.318, -3.867], [0.133, 0.589, 1.559], [-2.786, -0.976, 0.214], [0.284, -0.218, -0.407], [-0.864, -0.196, 0.967], [-0.185, 0.569, 0.449]], "lowdin_charge": [-0.109, -0.378, -0.239, 1.542, 0.023, 0.038, 0.123], "total_charge": 1, "homo_energy_ev": [-10.792, -10.877], "multiplicity": 4, "largest_force_ev_per_a": 4.1, "e_lumo_ev": [-5.48, -5.48], "homo_lumo_gap_ha": [0.1952, 0.1984]}